Entry 1:
{"formula": "C5H13NO2", "method": "the ωB97M-V functional and the def2-TZVPD basis", "species": ["C", "C", "C", "N", "C", "C", "O", "H", "H", "H", "H", "H", "H", "H", "H", "H", "H", "H", "O", "H", "H"], "xyz": [[0.04427, 3.15546, -0.13996], [0.21544, 1.66647, 0.15204], [-0.90340, 1.12886, 1.08938], [-1.68859, 0.04756, 0.42852], [-0.98632, -1.26224, 0.37356], [-0.56370, -1.30403, -1.11682], [0.50340, -1.73556, -1.50192], [0.61938, 3.50408, -1.04522], [0.22708, 3.70504, 0.71843], [-0.98074, 3.39070, -0.39486], [1.18030, 1.64891, 0.62563], [0.21166, 1.13147, -0.78886], [-1.67355, 1.83850, 1.36880], [-0.48924, 0.75278, 2.01880], [-2.63506, -0.01297, 0.86997], [-1.62431, -2.13495, 0.37167], [-0.18979, -1.29670, 1.13528], [-1.33534, -1.08099, -1.83664], [2.82430, -1.89669, 0.47664], [3.16270, -1.26706, -0.16359], [1.87928, -1.88629, 0.29860]], "forces_ev_per_a": [[-0.7, -0.6, -2.7], [-0.9, 1.1, 0.4], [-0.2, -1.1, -0.8], [-1.2, -0.4, 1.2], [-0.1, 2.0, -1.8], [2.0, -1.8, 1.1], [-0.4, 0.6, 0.2], [-0.1, -0.3, 1.2], [0.8, 1.3, 1.5], [-0.5, -0.1, -0.2], [0.5, -0.9, 0.2], [0.1, -0.3, 0.0], [0.3, 0.7, -0.1], [0.3, 0.0, 0.3], [1.4, -0.1, -0.5], [-0.6, -0.1, 0.8], [-0.1, -0.4, -0.5], [-0.7, 0.5, -0.2], [0.0, 0.1, 0.3], [0.1, 0.0, -0.1], [-0.1, -0.2, -0.3]], "smiles": "CCCNCC=O.O", "e_homo_ha": -0.3439, "relative_energy_kj_mol": 219.9, "orbital_gap_ev": 10.20}


Entry 2:
{"formula": "C5H13NO2", "method": "the ωB97M-V functional and the def2-TZVPD basis", "species": ["C", "C", "C", "O", "O", "H", "H", "H", "H", "H", "H", "C", "C", "N", "H", "H", "H", "H", "H", "H", "H"], "xyz": [[-0.06003, -1.73113, -2.82804], [0.32012, -1.01804, -1.44323], [-0.27497, 0.31419, -1.57027], [-0.73667, 0.87890, -2.48703], [-0.63110, 0.89279, -0.38794], [0.26423, -1.03691, -3.65835], [-1.16012, -2.03612, -3.17332], [0.67968, -2.60080, -2.70486], [-0.04737, -1.58342, -0.56736], [1.52270, -0.80515, -1.40722], [0.08725, 0.71281, 0.23659], [-1.05954, 1.03928, 1.99068], [0.26443, 0.44412, 2.41926], [1.43552, 0.81936, 1.63952], [-1.78678, 0.27321, 1.49397], [-0.83848, 1.91970, 1.33989], [-1.69302, 1.26926, 2.73628], [0.41731, 0.93981, 3.42058], [0.02645, -0.68519, 2.58704], [1.40616, 1.82267, 1.38374], [1.86425, 0.17068, 0.98009]], "forces_ev_per_a": [[1.4, -0.9, -0.2], [1.6, -0.4, -2.2], [-2.3, 1.3, 3.2], [0.0, 0.3, -3.6], [1.5, -0.2, -0.6], [-0.1, -0.9, 1.0], [2.3, 0.6, 1.7], [-1.5, 0.6, -1.3], [0.4, 0.5, -0.4], [-2.8, -1.0, 0.0], [-0.1, -0.1, 0.3], [-0.3, -1.4, -3.4], [-0.9, -0.8, 2.5], [-0.1, 0.1, -0.5], [1.7, 1.4, 0.0], [-1.0, -0.6, 0.8], [-1.4, 1.4, 3.4], [0.2, -1.0, -0.6], [1.4, 1.8, -0.4], [0.4, -1.2, 0.0], [-0.3, 0.5, 0.3]], "smiles": "CCC(=O)O.CCN", "e_homo_ha": -0.3479, "relative_energy_kj_mol": 341.2, "orbital_gap_ev": 10.13}


Entry 3:
{"formula": "C5H13NO2", "method": "the ωB97M-V functional and the def2-TZVPD basis", "species": ["O", "C", "C", "C", "N", "C", "C", "O", "H", "H", "H", "H", "H", "H", "H", "H", "H", "H", "H", "H", "H"], "xyz": [[-2.29343, 0.04551, 2.22465], [-0.90275, 0.23943, 1.80648], [-0.80839, 1.14069, 0.60819], [0.66766, 1.44998, 0.23839], [1.24845, 0.65681, -0.83673], [1.34460, -0.80336, -0.69139], [0.11261, -1.56662, -1.23708], [0.37854, -2.25494, -2.43971], [-2.76296, 0.81925, 1.93583], [-0.52448, -0.74320, 1.51293], [-0.44087, 0.47129, 2.76947], [-1.32086, 2.10498, 0.57669], [-1.31321, 0.63934, -0.18856], [1.31108, 1.33700, 1.12294], [0.83106, 2.52070, 0.09554], [0.81150, 0.88748, -1.70478], [1.62613, -1.08866, 0.32259], [2.28561, -1.06249, -1.19164], [-0.71453, -0.87357, -1.33759], [-0.14730, -2.29459, -0.46809], [0.61154, -1.62504, -3.11812]], "forces_ev_per_a": [[0.7, -0.6, -0.5], [-1.8, -0.5, 1.2], [1.1, 1.0, -0.1], [0.4, -0.5, 0.5], [0.5, 0.4, 0.8], [0.4, 0.9, -0.4], [1.1, -0.2, 0.8], [-0.3, -0.5, 0.2], [-0.4, 0.5, -0.1], [0.0, 0.0, 0.0], [0.8, 0.7, -0.6], [-0.3, 0.0, 1.1], [-0.1, -0.6, -0.7], [-0.2, -0.5, 0.0], [-0.3, -0.1, -0.8], [-0.2, 0.1, -0.5], [-0.6, 0.3, 0.4], [-0.5, -0.5, -0.6], [-0.2, 0.1, -0.1], [-0.3, -0.3, -0.4], [0.1, 0.3, -0.2]], "smiles": "OCCCNCCO", "e_homo_ha": -0.3207, "relative_energy_kj_mol": 249.0, "orbital_gap_ev": 9.55}


Entry 4:
{"formula": "C5H13NO2", "method": "the ωB97M-V functional and the def2-TZVPD basis", "species": ["C", "N", "C", "C", "O", "C", "O", "C", "H", "H", "H", "H", "H", "H", "H", "H", "H", "H", "H", "H", "H"], "xyz": [[-0.52600, 0.64892, 2.03120], [-0.10292, 1.06212, 0.69360], [0.32269, 0.08762, -0.29433], [1.38791, 0.81098, -1.18904], [2.40773, -0.20198, -1.33390], [-0.84177, -0.58352, -1.05030], [-0.56779, -2.02335, -1.13012], [-2.07073, 0.33628, 2.22928], [-0.38487, 1.64106, 2.50053], [0.08641, -0.14093, 2.42082], [-0.84923, 1.66030, 0.32532], [0.84139, -0.70820, 0.23567], [1.85006, 1.58629, -0.57230], [1.00460, 0.90249, -2.20802], [3.24762, 0.23252, -1.56442], [-1.80065, -0.45829, -0.56409], [-0.69824, -0.56290, -2.13522], [-0.12500, -2.44063, -0.35807], [-2.19954, -0.73630, 2.37963], [-2.57488, 0.58009, 1.29159], [-2.48792, 0.85927, 3.09033]], "forces_ev_per_a": [[-0.1, 1.9, 0.2], [-3.2, -2.6, -0.3], [1.2, 1.1, 0.3], [1.1, -2.7, 0.2], [0.3, 0.4, 0.1], [1.3, -3.2, -0.6], [0.3, -0.1, 1.3], [0.7, -0.3, -1.0], [0.2, -0.6, 0.9], [0.5, -0.1, 0.1], [0.7, 0.8, -0.1], [0.2, 0.2, 0.1], [-0.6, 0.8, -0.9], [-0.2, 1.4, 0.4], [-0.4, -0.3, 0.0], [-0.3, 0.5, -0.4], [-1.0, 2.0, 0.1], [-0.6, 0.6, -0.5], [0.1, 0.0, 0.0], [-0.4, 0.2, 0.4], [0.2, 0.1, -0.3]], "spin_multiplicity": 2, "charge": 1, "e_homo_ha": [-0.5387, -0.5351], "relative_energy_kj_mol": 251.3, "orbital_gap_ev": [11.68, 6.47]}


Entry 5:
{"formula": "C5H13NO2", "method": "the ωB97M-V functional and the def2-TZVPD basis", "species": ["C", "N", "C", "C", "C", "C", "O", "H", "H", "H", "H", "H", "H", "H", "H", "H", "H", "H", "H", "H", "O"], "xyz": [[0.49613, -2.18521, -0.43845], [0.04250, -1.59201, 0.69606], [1.44872, 2.01650, 0.82832], [1.36437, 0.57271, 0.51918], [0.09896, -0.15009, 1.13412], [-1.35833, 0.46016, 0.70992], [1.42362, -1.81971, -1.18785], [0.33927, -3.22517, -0.47166], [-0.76861, -2.20465, 1.09572], [1.84993, 2.25303, 1.85257], [2.26409, 2.48578, 0.21731], [0.61870, 2.56784, 0.36552], [1.28507, 0.15224, -0.50628], [2.26913, -0.10939, 0.78122], [0.09994, -0.03719, 2.31764], [-1.68886, 0.41778, -0.26302], [-1.26953, 1.65887, 0.85379], [-1.93636, -0.08330, 1.49971], [-2.50983, 0.92937, -1.93314], [-2.96429, 2.15269, -1.28273], [-2.69677, 1.80742, -2.05184]], "forces_ev_per_a": [[0.8, 2.0, 3.7], [-1.6, -1.9, -0.6], [2.1, 1.6, -1.4], [0.1, -4.6, 1.1], [-1.0, 1.6, -0.1], [2.9, 2.2, 4.4], [-0.1, 0.9, -0.6], [-0.9, -1.7, -0.6], [2.0, 1.7, -0.6], [-1.3, -0.3, -0.7], [-0.3, -0.7, 0.3], [-0.2, 0.0, 1.2], [0.0, 1.3, -0.9], [-1.1, 1.6, 0.4], [0.2, -0.9, -2.4], [-0.4, -1.1, -2.1], [-0.5, -2.9, 0.4], [-0.6, 1.1, -1.1], [0.5, -3.2, 0.3], [-1.7, 2.0, 4.5], [1.1, 1.3, -5.0]], "spin_multiplicity": 2, "charge": 1, "e_homo_ha": [-0.5397, -0.5397], "relative_energy_kj_mol": 347.0, "orbital_gap_ev": [9.99, 5.57]}


Entry 6:
{"formula": "C5H13NO3", "method": "the ωB97M-V functional and the def2-TZVPD basis", "species": ["C", "C", "C", "C", "O", "O", "H", "H", "H", "H", "H", "H", "H", "H", "H", "H", "N", "C", "O", "H", "H", "H"], "xyz": [[1.99021, 0.35135, -0.57117], [0.83505, 1.35007, -0.42110], [-0.76750, 0.96088, -0.61148], [-1.63580, 0.65058, 0.61162], [-0.81711, -0.15416, -1.43823], [-1.32036, 2.08240, -1.26072], [1.96502, -0.42650, 0.18808], [2.92842, 0.89489, -0.47099], [1.98406, -0.12926, -1.54809], [1.00496, 2.18245, -1.11470], [0.88953, 1.78955, 0.57600], [-1.33984, -0.26100, 1.11653], [-2.64510, 0.50507, 0.22495], [-1.63589, 1.47201, 1.32567], [-0.11086, 0.23340, -2.06665], [-1.82565, 2.61057, -0.63530], [-0.14881, -2.48337, 0.38011], [0.33937, -2.23624, 1.60898], [0.52046, -3.05717, 2.47493], [-0.35156, -1.74338, -0.27978], [-0.39418, -3.43332, 0.14945], [0.53558, -1.15882, 1.76190]], "forces_ev_per_a": [[-0.8, -0.1, 0.0], [-1.3, 0.4, 0.7], [1.5, 0.6, 1.7], [0.4, 0.1, -0.3], [1.9, 1.4, -2.2], [-0.1, 0.1, -0.4], [0.1, -0.1, 0.0], [0.0, 0.0, 0.0], [0.1, -0.1, -0.1], [-0.2, -0.2, 0.0], [0.1, 0.1, 0.1], [0.1, 0.0, 0.1], [0.0, 0.0, 0.1], [0.1, 0.0, 0.0], [-1.7, -2.1, 0.3], [0.0, -0.1, 0.0], [-0.1, -0.3, -0.3], [-0.2, 0.4, 0.0], [0.2, -0.2, 0.2], [0.1, -0.1, 0.0], [0.0, 0.1, 0.0], [0.1, -0.1, 0.1]], "smiles": "CCC(C)(O)O.NC=O", "e_homo_ha": -0.3628, "relative_energy_kj_mol": 102.5, "orbital_gap_ev": 10.48}


Entry 7:
{"formula": "C5H13NO3", "method": "the ωB97M-V functional and the def2-TZVPD basis", "species": ["C", "C", "C", "O", "N", "C", "C", "O", "H", "H", "H", "H", "H", "H", "H", "H", "H", "H", "H", "O", "H", "H"], "xyz": [[1.19066, -0.81168, 1.35562], [0.43028, 0.48135, 1.02542], [-0.87923, 0.59602, 1.79880], [-0.61263, 1.06778, 3.10962], [0.15426, 0.58485, -0.42708], [0.55557, 1.82318, -1.09924], [-0.42682, -0.42180, -1.11303], [-0.61644, -0.30802, -2.32849], [1.54500, -0.80512, 2.38790], [2.03220, -0.93323, 0.68626], [0.49941, -1.66865, 1.31677], [1.10124, 1.33566, 1.30342], [-1.54827, 1.34603, 1.38110], [-1.41995, -0.35321, 1.86017], [-0.29959, 0.34531, 3.68581], [1.66152, 1.95435, -0.96374], [0.02211, 2.69644, -0.69982], [0.33404, 1.73059, -2.18314], [-0.67474, -1.28667, -0.57721], [-1.18195, -2.75658, -3.30777], [-0.98076, -1.82972, -2.97863], [-0.88592, -2.78686, -4.23274]], "forces_ev_per_a": [[-0.8, 0.0, 0.4], [0.3, 0.0, -0.5], [0.3, 0.4, 0.8], [0.2, -0.4, 0.9], [0.2, 0.0, 0.7], [0.6, -0.3, -0.6], [1.0, 2.7, -1.9], [-0.3, -0.5, 0.5], [0.1, 0.2, 0.0], [0.1, -0.2, -0.1], [0.4, 0.1, -0.3], [-0.8, -0.5, -0.3], [0.1, 0.0, -0.3], [0.0, -0.1, -0.3], [-0.3, 0.5, -0.5], [-0.9, 0.0, -0.1], [0.1, -0.3, 0.0], [0.2, 0.0, 0.8], [-0.4, -1.4, 1.0], [0.3, 0.6, -0.1], [-0.2, -0.9, -0.6], [-0.2, 0.1, 0.6]], "smiles": "C[C@H](CO)N(C)C=O.O", "e_homo_ha": -0.3556, "relative_energy_kj_mol": 95.7, "orbital_gap_ev": 10.25}


Entry 8:
{"formula": "C5H13NO3", "method": "the ωB97M-V functional and the def2-TZVPD basis", "species": ["C", "C", "O", "N", "C", "C", "H", "H", "H", "H", "H", "H", "H", "H", "H", "O", "C", "O", "H", "H", "H", "H"], "xyz": [[-0.57902, 2.04932, -0.31339], [-0.94750, 0.70805, 0.26916], [-1.00682, 0.55382, 1.51941], [-1.06579, -0.32273, -0.57761], [-0.65997, -0.23971, -1.96789], [-1.26567, -1.66151, -0.05419], [-0.48075, 2.76148, 0.50031], [-1.37658, 2.39700, -0.96921], [0.35983, 1.99043, -0.85719], [-1.08909, 0.64020, -2.44404], [-1.01423, -1.12699, -2.48872], [0.42944, -0.19164, -2.03997], [-0.34507, -2.24245, -0.14455], [-2.04822, -2.16560, -0.62271], [-1.54373, -1.58184, 0.99332], [1.79774, -0.38211, 0.04069], [1.81667, 0.20442, 1.33251], [1.97369, -0.78205, 2.32559], [2.52504, -1.01711, -0.01679], [2.71549, 0.83258, 1.42164], [0.70314, 0.73293, 1.58907], [1.10141, -1.15648, 2.50456]], "forces_ev_per_a": [[-0.5, 0.0, 0.2], [0.4, -0.2, 1.7], [-0.9, 0.2, -1.8], [-0.4, -0.3, -0.1], [0.0, 0.2, 0.0], [0.0, 0.0, 0.1], [0.0, -0.1, 0.1], [0.1, 0.1, -0.2], [0.0, 0.0, -0.1], [0.0, 0.0, -0.1], [0.0, 0.0, 0.0], [0.0, -0.1, 0.0], [0.1, 0.0, 0.0], [0.0, 0.0, 0.0], [0.0, -0.1, -0.1], [-0.4, 0.1, -0.1], [-1.9, 0.9, 1.3], [0.0, -0.3, 0.0], [0.0, 0.2, 0.2], [-0.5, 0.1, 0.0], [3.9, -1.0, -1.1], [0.1, 0.1, 0.0]], "smiles": "CC(=O)N(C)C.OCO", "e_homo_ha": -0.3344, "relative_energy_kj_mol": 148.7, "orbital_gap_ev": 9.86}